No. 1
14
Properties=species:S:1:pos:R:3:lowdin_charge:R:1 method="wB97M-V/def2-TZVPD" e_lumo_ha=0.0194 multiplicity=1 de_lowest_kcal_mol=108.57 orbital_gap_ev=9.7 smiles=OC[C@@H]1C[C@@H]1O total_energy_ev=-8368.5735
O 2.0386 0.4774 -0.1142 -0.150
C 1.0704 -0.7379 -0.3547 -0.052
C -0.3576 -0.6097 0.3131 -0.264
C -1.4635 -0.2550 -0.5118 -0.089
C -0.8026 0.7930 0.3270 -0.402
O -0.1255 1.7240 -0.4120 -0.048
H 2.2290 0.5470 0.9575 0.192
H 0.8093 -0.7219 -1.3701 0.101
H 1.7294 -1.5283 -0.0724 0.102
H -0.5976 -1.1049 1.2718 0.146
H -1.8512 -0.4213 -1.5275 0.137
H -2.2526 -0.5374 0.1815 0.100
H -1.1912 1.1109 1.3537 0.166
H 0.7654 1.2641 -0.0419 0.062

No. 2
11
Properties=species:S:1:pos:R:3:lowdin_charge:R:1 method="wB97M-V/def2-TZVPD" e_lumo_ha=0.0250 multiplicity=1 de_lowest_kcal_mol=90.75 orbital_gap_ev=10.0 total_energy_ev=-8773.7592
C -1.9150 -0.2609 -0.5788 -0.079
C -0.6373 0.5363 1.0244 -0.085
O -0.8170 -0.5753 0.2893 -0.166
O 0.6403 0.8795 0.9838 -0.016
C 1.6539 0.1176 0.4176 -0.260
N 2.7066 0.7274 0.1128 0.143
H -2.8371 -0.1079 -0.0142 0.091
H -1.6708 0.6587 -1.1202 0.089
H -1.9721 -1.0877 -1.2783 0.091
H 1.4392 -0.9482 0.3616 0.133
H 3.4094 0.0604 -0.1980 0.059